No. 1
The following is a DFT calculation (the ωB97M-V functional and the def2-TZVPD basis) of a cluster of 4 separate species, C38H80Br2N3O9S2 in total in a non-equilibrium geometry.

LUMO level   -2.9 eV
Highest occupied orbital energy   -9.97 eV
HOMO-LUMO gap   7.0 eV
Charge   +1

Positions of all 134 atoms, in Å:
C1 -6.3533 1.0996 7.9154
C2 -6.2688 -0.4488 8.0038
C3 -6.4147 -1.1603 6.6247
C4 -5.1414 -1.8852 6.1642
N1 -4.1822 -1.0334 5.4229
C5 -2.9710 -1.8358 5.2013
C6 -1.7981 -1.0074 4.6214
C7 -0.4832 -1.3107 5.3666
C8 0.7647 -1.3539 4.4053
C9 1.6464 -0.1362 4.7068
C10 2.5052 0.4453 3.5745
C11 1.9808 0.1564 2.1596
C12 3.0002 0.6689 1.1277
O1 2.3472 1.5038 0.1555
C13 3.2668 2.2389 -0.5396
C14 3.1217 3.7409 -0.6829
O2 4.1988 1.7351 -1.0199
N2 2.7830 1.8644 3.8008
C15 1.6701 2.7406 3.4389
C16 2.0051 4.2831 3.5142
C17 1.4178 4.9781 4.7634
O3 3.3802 4.5593 3.3207
C18 3.0784 2.1291 5.2292
C19 3.5519 0.8543 5.9927
N3 2.5197 -0.2450 5.9450
C20 3.0812 -1.6027 6.2466
Br1 1.8632 -2.6419 7.3915
C21 4.4559 -1.6155 6.9696
C22 4.8945 -3.1042 7.1212
Br2 4.3827 -0.8879 8.7843
C23 -4.7459 -0.5755 4.2061
S1 -4.8919 -1.4540 2.8583
S2 -5.3897 1.1299 4.1696
C24 -4.0285 2.1596 3.4724
C25 -3.5869 3.2162 4.5162
C26 -3.2457 2.5780 5.8821
H1 -6.7029 1.4128 6.9306
H2 -5.3996 1.5707 8.1589
H3 -7.0708 1.4865 8.6443
H4 -5.3505 -0.7507 8.5113
H5 -7.1198 -0.7703 8.6078
H6 -6.8078 -0.4575 5.8861
H7 -7.1917 -1.9202 6.7500
H8 -5.4511 -2.7284 5.5228
H9 -4.6531 -2.2977 7.0493
H10 -3.1877 -2.7072 4.5646
H11 -2.6799 -2.2519 6.1699
H12 -1.7491 -1.2685 3.5579
H13 -2.0666 0.0515 4.6526
H14 -0.3546 -0.5816 6.1753
H15 -0.5975 -2.2936 5.8246
H16 1.2611 -2.3263 4.4324
H17 0.2978 -1.2912 3.4257
H18 0.9172 0.6413 4.9555
H19 3.4895 -0.0567 3.5552
H20 1.0131 0.6332 1.9943
H21 1.9100 -0.9234 2.0371
H22 3.4755 -0.1864 0.6411
H23 3.7874 1.2560 1.6112
H24 4.1147 4.1805 -0.7091
H25 2.6638 3.9400 -1.6557
H26 2.5403 4.1906 0.1236
H27 1.2922 2.5958 2.4264
H28 0.7952 2.6087 4.1093
H29 1.4873 4.7563 2.6735
H30 1.4341 6.0541 4.5857
H31 0.3711 4.6694 4.8195
H32 1.9574 4.6929 5.6684
H33 3.7578 4.7770 4.1838
H34 3.9188 2.8233 5.2553
H35 2.1995 2.4978 5.7763
H36 4.4491 0.5680 5.4521
H37 3.7523 1.1699 7.0119
H38 1.8949 -0.0239 6.7295
H39 3.2135 -2.1801 5.3351
H40 5.2457 -1.1662 6.3745
H41 4.6454 -3.7001 6.2401
H42 5.9885 -3.0735 7.1594
H43 4.5760 -3.5415 8.0616
H44 -3.2021 1.5056 3.1892
H45 -4.4567 2.6555 2.6019
H46 -2.7325 3.7776 4.1267
H47 -4.4314 3.8910 4.6764
H48 -4.1561 2.4020 6.4468
H49 -2.7353 1.6175 5.7668
H50 -2.5786 3.2648 6.4135
C27 -1.3109 3.2399 -3.7490
O4 -1.7650 2.0080 -3.2131
C28 -1.8627 0.9831 -4.1942
C29 -0.6969 0.0208 -4.1067
O5 0.5239 0.6485 -4.4757
C30 1.3222 0.9892 -3.3578
H51 -1.0837 3.9040 -2.9151
H52 -0.4086 3.1114 -4.3518
H53 -2.0963 3.7005 -4.3568
H54 -1.9366 1.4101 -5.1987
H55 -2.7876 0.4334 -3.9927
H56 -0.8639 -0.7980 -4.8145
H57 -0.6250 -0.4100 -3.1033
H58 1.7579 0.0880 -2.9124
H59 0.7469 1.5337 -2.6034
H60 2.1330 1.6295 -3.7060
C31 0.5804 -0.4209 -10.3332
O6 0.4190 0.2573 -9.0964
C32 0.4619 -0.6189 -7.9800
C33 1.7980 -0.5531 -7.2707
O7 2.8417 -1.0829 -8.0794
C34 3.6364 -0.0770 -8.6814
H61 0.7268 0.3289 -11.1102
H62 1.4465 -1.0865 -10.3209
H63 -0.3203 -0.9957 -10.5681
H64 0.2347 -1.6465 -8.2818
H65 -0.3187 -0.2895 -7.2854
H66 1.7471 -1.1700 -6.3683
H67 2.0228 0.4720 -6.9646
H68 4.2723 0.4034 -7.9293
H69 3.0241 0.6772 -9.1816
H70 4.2765 -0.5537 -9.4232
C35 -1.6874 -5.1426 -14.1385
O8 -0.4204 -5.6853 -13.8076
C36 0.6020 -4.7010 -13.7399
C37 0.9361 -4.3459 -12.3061
O9 -0.1430 -3.6722 -11.6710
C38 -0.8774 -4.5148 -10.8005
H71 -2.4349 -5.9196 -13.9827
H72 -1.9369 -4.2841 -13.5103
H73 -1.7079 -4.8456 -15.1924
H74 0.3204 -3.8066 -14.3038
H75 1.4919 -5.1306 -14.2110
H76 1.7884 -3.6586 -12.3045
H77 1.2222 -5.2392 -11.7431
H78 -0.2931 -4.7274 -9.8983
H79 -1.1590 -5.4520 -11.2862
H80 -1.7854 -3.9870 -10.5093



No. 2
The following is a DFT calculation (the ωB97M-V functional and the def2-TZVPD basis) of a cluster of 6 separate species, C24H30N6 in total in a non-equilibrium geometry.

LUMO level   0.7 eV
Relative energy (zero: lowest compared OMol25 entry of this formula, charge and spin)   1343.7 kJ/mol
Highest occupied orbital energy   -7.37 eV
Structure (SMILES)   c1cc[nH]c1.c1cc[nH]c1.c1cc[nH]c1.c1cc[nH]c1.c1cc[nH]c1.c1cc[nH]c1
HOMO-LUMO gap   8.0 eV

Positions of all 60 atoms, in Å:
C1 -0.5277 4.5289 1.7882
C2 0.4765 3.6387 2.3943
C3 1.7955 3.9398 1.5455
N1 1.4861 4.9808 0.6307
C4 0.0938 5.3892 0.5960
H1 -1.5613 4.4742 2.0092
H2 0.3915 2.9050 3.2662
H3 2.7068 3.5155 1.7701
H4 2.2395 5.3422 0.0927
H5 -0.3806 6.0544 -0.1474
C5 -3.0088 -2.3008 1.6781
C6 -3.3458 -3.6559 1.0720
C7 -2.2979 -4.6375 1.5472
N2 -1.4463 -3.9287 2.3549
C8 -1.7042 -2.5976 2.4220
H6 -3.6372 -1.5110 1.6021
H7 -4.4998 -3.7025 0.4185
H8 -2.1085 -5.7342 1.5079
H9 -0.7455 -4.4142 2.7655
H10 -1.1570 -2.0120 2.8161
C9 -0.3339 0.5789 0.2201
C10 0.8231 1.1431 -0.3223
C11 1.3695 0.1848 -1.3044
N3 0.6180 -0.8809 -1.1530
C12 -0.4343 -0.7924 -0.2608
H11 -1.0648 1.1342 0.8487
H12 1.2410 2.1752 -0.2511
H13 2.2393 0.1973 -1.9462
H14 0.7597 -1.8673 -1.5490
H15 -0.9501 -1.5379 -0.0308
C13 -2.1047 3.0843 -2.3515
C14 -2.1676 2.7123 -3.8171
C15 -3.5552 3.1308 -4.3038
N4 -4.1240 3.5739 -3.2164
C16 -3.4473 3.4986 -2.0740
H16 -1.2888 2.8061 -1.6549
H17 -1.2864 2.4406 -4.4280
H18 -4.2292 3.2280 -5.0789
H19 -5.0951 3.7665 -3.1006
H20 -3.9698 3.6922 -1.0356
C17 2.2600 -4.0842 -0.8803
C18 3.3370 -3.2981 -1.5277
C19 2.6998 -2.6015 -2.7402
N5 1.3030 -2.9705 -2.6507
C20 1.0252 -3.9371 -1.6926
H21 2.3652 -4.6572 0.1023
H22 4.4439 -3.1355 -1.2193
H23 2.9776 -1.8346 -3.3473
H24 0.4493 -2.6197 -3.1999
H25 -0.0121 -4.1937 -1.3561
C21 2.1756 -0.4958 3.5109
C22 3.2332 -1.4894 3.0277
C23 2.9442 -1.6795 1.5389
N6 1.9117 -0.7643 1.2426
C24 1.3228 -0.1364 2.3633
H26 2.0769 -0.2212 4.6067
H27 3.9632 -1.9528 3.5068
H28 3.3671 -2.1161 0.8087
H29 1.7753 -0.7799 0.3482
H30 0.6125 0.4251 2.2378



No. 3
The following is a DFT calculation (the ωB97M-V functional and the def2-TZVPD basis) of an isolated molecule of C4H9NO2 in a non-equilibrium geometry.

LUMO level   0.6 eV
Relative energy (zero: lowest compared OMol25 entry of this formula, charge and spin)   176.5 kJ/mol
Highest occupied orbital energy   -9.43 eV
Structure (SMILES)   CN(C=O)CCO
HOMO-LUMO gap   10.0 eV

Positions of all 16 atoms, in Å:
C1 -0.2162 1.3712 1.0265
N1 -0.5735 0.2851 0.1373
C2 -1.8601 0.1677 -0.2747
O1 -2.7316 1.0032 -0.1204
C3 0.4579 -0.4108 -0.6122
C4 1.7322 -0.6870 0.1887
O2 2.5546 -1.6335 -0.4583
H1 0.1909 1.0827 1.9929
H2 0.3856 2.1009 0.4790
H3 -1.1442 1.8901 1.2601
H4 -2.0982 -0.6079 -0.9970
H5 0.8622 0.2117 -1.4171
H6 0.0020 -1.3574 -0.8681
H7 2.3076 0.2318 0.3529
H8 1.6013 -0.9464 1.2511
H9 2.3673 -2.5071 -0.1031



Among the records above, which one has the highest highest occupied orbital energy? C24H30N6



Among the records above, which one has the highest HOMO-LUMO gap? C4H9NO2



Look up the HOMO-LUMO gap of the first one. 7.0 eV



Which value of LUMO level does entry 2 give? 0.7 eV